The following is a quantum chemistry calculation of a 2-piece molecular cluster, C6H3F5O overall, from the OMol25 dataset.

The geometry in XYZ format:
```
15
Properties=species:S:1:pos:R:3:forces:R:3
F -1.26279 -0.17552 2.17173 0.60 0.23 -0.97
C -0.80888 0.18859 0.93706 -1.10 0.92 -0.51
C 0.20459 -0.46257 0.29569 0.93 -0.81 0.07
C 0.63159 -0.13810 -0.99265 -1.10 -0.74 0.63
F 1.54300 -0.92100 -1.61197 -0.28 0.68 0.38
C -0.04022 0.83883 -1.68215 -0.09 0.42 1.98
F 0.36744 1.16650 -2.85806 0.26 0.68 -2.13
C -1.02670 1.59992 -1.01914 -0.17 -0.04 -0.79
F -1.54371 2.65485 -1.72641 0.30 -1.17 1.14
C -1.47285 1.23210 0.25372 0.38 0.44 -0.04
F -2.44300 1.94673 0.83720 0.21 -0.29 -0.10
H 0.74086 -1.30845 0.74567 -0.83 0.88 -0.75
O 1.71864 -2.54379 1.33190 0.40 0.32 1.01
H 0.99183 -2.24122 1.92219 1.01 -0.73 -0.02
H 2.40021 -1.83691 1.39527 -0.52 -0.81 0.10
```
Forces are in eV/Å.

## Properties
- Multiplicity: 1
- Energy relative to the best compared isomer or geometry (same formula, charge and spin): 0.272 eV
- Max |F|: 0.04383 hartree/bohr
- SMILES string: Fc1cc(F)c(F)c(F)c1F.O
- Gap between HOMO and LUMO: 10.1606 eV